[1]
This record from the Open Molecules 2025 dataset describes a 5-piece molecular cluster, C19H48N2O22P4S overall at a distorted geometry. The level of theory is wB97M-V/def2-TZVPD.

2S+1: 1
Structure (SMILES): N#CO[C@@H](N)OC(=O)CCCCS(=O)(=O)O.COP(=O)(OC)OC.COP(=O)(OC)OC.COP(=O)(OC)OC.COP(=O)(OC)OC
E_LUMO in eV: -3.232
HOMO energy in hartree: -0.3426
Gap between HOMO and LUMO in eV: 6.0896

Positions of all 96 atoms, in Å:
N (9.415, -0.120, 5.616)
C (9.119, -0.380, 4.469)
O (8.609, -0.786, 3.197)
C (7.245, -1.318, 3.472)
N (6.277, -0.205, 3.251)
O (6.946, -2.430, 2.613)
C (5.641, -2.982, 2.896)
O (4.963, -3.297, 1.875)
C (5.055, -3.259, 4.354)
C (3.450, -2.964, 4.469)
C (3.161, -1.544, 5.118)
C (2.468, -0.401, 4.264)
S (1.854, -0.785, 2.581)
O (2.940, -1.007, 1.566)
O (1.061, 0.430, 2.100)
O (0.731, -2.063, 2.575)
H (7.283, -1.641, 4.585)
H (6.711, 0.652, 3.635)
H (6.221, -0.050, 2.230)
H (5.606, -2.746, 5.212)
H (5.166, -4.398, 4.543)
H (2.968, -3.214, 3.470)
H (3.073, -3.771, 5.215)
H (4.168, -1.126, 5.516)
H (2.526, -1.713, 6.075)
H (1.568, 0.007, 4.873)
H (3.183, 0.507, 4.169)
H (0.131, -1.895, 3.353)
C (-3.945, 5.504, -0.140)
O (-2.917, 5.184, 0.789)
P (-1.365, 4.765, 0.180)
O (-1.255, 6.038, -0.649)
O (-2.025, 3.545, -0.714)
C (-2.587, 2.439, -0.017)
O (0.210, 4.278, -0.313)
C (0.715, 3.082, 0.276)
H (-4.334, 6.496, 0.101)
H (-3.603, 5.494, -1.176)
H (-4.751, 4.774, -0.031)
H (-3.613, 2.293, -0.362)
H (-2.595, 2.597, 1.064)
H (-2.011, 1.539, -0.241)
H (0.316, 2.209, -0.246)
H (0.455, 3.033, 1.335)
H (1.801, 3.077, 0.178)
C (8.918, -3.459, 0.767)
O (8.422, -4.662, 0.192)
P (8.656, -6.133, 1.047)
O (8.018, -5.593, 2.319)
O (10.289, -5.886, 1.066)
C (10.982, -5.929, -0.175)
O (8.880, -7.673, 1.784)
C (9.412, -8.700, 0.954)
H (8.095, -2.751, 0.853)
H (9.367, -3.609, 1.750)
H (9.674, -3.039, 0.098)
H (11.557, -5.008, -0.288)
H (10.300, -6.028, -1.023)
H (11.674, -6.775, -0.174)
H (10.500, -8.608, 0.893)
H (8.978, -8.654, -0.047)
H (9.172, -9.667, 1.398)
C (-6.628, -1.968, -3.111)
O (-5.334, -1.461, -3.411)
P (-5.043, 0.219, -3.199)
O (-5.543, 0.168, -1.762)
O (-6.289, 0.575, -4.223)
C (-6.129, 0.258, -5.601)
O (-4.725, 1.900, -3.003)
C (-4.102, 2.551, -4.109)
H (-6.525, -2.771, -2.378)
H (-7.304, -1.207, -2.718)
H (-7.060, -2.380, -4.026)
H (-6.975, -0.353, -5.920)
H (-5.204, -0.291, -5.790)
H (-6.122, 1.180, -6.186)
H (-4.851, 2.811, -4.861)
H (-3.334, 1.913, -4.551)
H (-3.635, 3.471, -3.754)
C (-11.756, 5.929, -3.039)
O (-10.707, 5.608, -2.133)
P (-9.166, 5.200, -2.777)
O (-9.080, 6.477, -3.601)
O (-9.839, 3.980, -3.664)
C (-10.381, 2.869, -2.962)
O (-7.600, 4.722, -3.306)
C (-7.077, 3.526, -2.733)
H (-12.144, 6.917, -2.784)
H (-11.436, 5.925, -4.082)
H (-12.556, 5.195, -2.916)
H (-11.413, 2.719, -3.285)
H (-10.368, 3.022, -1.879)
H (-9.805, 1.973, -3.201)
H (-7.482, 2.654, -3.252)
H (-7.314, 3.471, -1.668)
H (-5.996, 3.527, -2.854)

Atomic forces in eV per Å
-1.37 -1.15 -5.97
-0.14 -0.23 1.78
1.29 0.37 3.81
-1.24 0.43 1.24
1.41 -0.93 -0.13
-1.17 1.31 2.18
-2.81 -1.16 -3.94
3.19 1.23 4.74
-0.19 -0.67 0.13
0.97 -1.04 0.54
0.32 -0.10 1.01
-0.09 0.57 1.75
-0.58 3.99 -5.97
-2.43 -1.00 3.71
1.47 -3.24 2.63
1.61 1.58 1.62
-0.32 0.53 -1.91
-0.44 -0.62 -0.11
-0.12 -0.25 0.59
-0.68 -0.60 -1.34
0.12 1.86 -0.61
0.61 0.66 1.23
0.56 1.40 -1.28
-1.71 -0.60 -0.80
0.93 0.32 -1.71
1.25 -0.72 -1.40
-1.26 -1.64 -0.54
0.55 -0.16 -1.01
-0.25 -0.34 -0.56
1.89 -1.05 3.03
-2.36 3.56 -8.72
0.53 -0.63 1.49
0.57 -0.31 0.93
-0.42 -0.41 -0.03
-0.71 -0.12 3.39
0.30 -0.54 -0.05
0.21 -0.04 0.09
0.08 0.08 0.20
0.02 -0.01 0.03
0.05 -0.03 0.06
-0.10 -0.08 -0.06
-0.01 0.04 0.05
0.01 -0.03 0.13
0.25 -0.26 -0.07
-0.10 0.06 0.03
0.84 0.34 0.10
-1.29 -2.84 -2.35
2.11 5.26 7.92
-0.41 -1.03 -1.27
-0.32 -0.88 -0.78
0.36 0.15 -0.21
-1.39 -0.05 -3.17
0.35 -0.44 -0.01
0.04 -0.36 -0.18
-0.19 -0.07 -0.11
0.03 -0.08 -0.03
-0.06 -0.05 -0.05
0.13 0.11 -0.03
-0.03 0.03 -0.02
-0.02 -0.01 -0.08
0.12 -0.28 0.02
-0.05 0.11 -0.02
-0.71 0.20 -0.26
3.49 0.38 -1.48
-8.25 0.23 5.33
1.41 0.10 -0.45
1.13 0.25 -0.56
-0.23 -0.09 -0.46
2.85 -1.96 -1.62
0.12 0.57 -0.39
0.21 0.14 -0.02
0.22 -0.07 0.02
0.03 -0.01 0.01
0.09 0.00 0.01
-0.13 -0.06 -0.08
0.02 -0.04 0.02
0.04 -0.04 -0.06
0.06 0.28 -0.07
0.01 -0.12 0.04
-0.26 -0.34 -0.59
1.97 -1.08 2.98
-2.53 3.72 -8.59
0.56 -0.65 1.48
0.55 -0.43 0.95
-0.28 -0.33 -0.04
-0.71 -0.16 3.42
0.16 -0.38 -0.08
0.22 -0.05 0.10
0.08 0.07 0.20
0.01 0.01 0.03
0.04 0.01 0.08
-0.14 -0.09 -0.05
0.00 0.03 0.04
0.05 -0.03 0.10
0.26 -0.22 -0.03
-0.27 0.20 0.13


[2]
This record from the Open Molecules 2025 dataset describes a 3-piece molecular cluster, C19H48N6O5P2Si overall at a distorted geometry. The level of theory is wB97M-V/def2-TZVPD.

2S+1: 1
Structure (SMILES): C=C[Si@@H](CC=O)CCOC=O.CN(C)P(=O)(N(C)C)N(C)C.CN(C)P(=O)(N(C)C)N(C)C
E_LUMO in eV: 0.147
ΔE to the lowest compared entry with this formula, charge and spin in eV: 1.592
HOMO energy in hartree: -0.2944
Gap between HOMO and LUMO in eV: 8.1578

Positions of all 81 atoms, in Å:
C (-3.179, -2.139, 5.501)
C (-3.316, -1.064, 4.703)
Si (-2.261, -1.032, 3.141)
C (-3.384, -0.734, 1.625)
C (-3.384, -1.980, 0.792)
O (-2.630, -2.125, -0.147)
C (-0.954, 0.304, 3.385)
C (0.390, -0.187, 2.854)
O (0.469, 0.074, 1.427)
C (0.984, -0.999, 0.766)
O (2.113, -1.400, 0.923)
H (-3.170, -3.105, 5.014)
H (-3.034, -2.020, 6.568)
H (-3.963, -0.228, 4.956)
H (-1.628, -2.361, 2.991)
H (-4.412, -0.538, 1.918)
H (-2.984, 0.105, 1.062)
H (-4.085, -2.782, 1.094)
H (-1.215, 1.273, 2.972)
H (-0.806, 0.426, 4.459)
H (0.510, -1.256, 3.011)
H (1.209, 0.304, 3.373)
H (0.290, -1.499, 0.076)
O (-4.624, 2.481, 1.440)
P (-4.465, 3.524, 0.361)
N (-3.297, 4.550, 1.111)
C (-3.036, 5.936, 0.775)
C (-2.043, 3.895, 1.468)
N (-6.051, 4.222, 0.477)
C (-6.267, 5.532, 1.060)
C (-7.103, 3.304, 0.902)
N (-4.246, 4.200, -1.244)
C (-5.397, 4.218, -2.167)
C (-3.154, 3.478, -1.953)
H (-2.516, 6.058, -0.185)
H (-2.403, 6.380, 1.546)
H (-3.937, 6.541, 0.752)
H (-1.334, 3.870, 0.627)
H (-2.217, 2.869, 1.790)
H (-1.561, 4.414, 2.299)
H (-5.850, 5.617, 2.072)
H (-7.335, 5.751, 1.114)
H (-5.853, 6.319, 0.425)
H (-7.123, 3.169, 1.990)
H (-6.976, 2.325, 0.442)
H (-8.077, 3.685, 0.584)
H (-5.884, 3.244, -2.250)
H (-5.057, 4.516, -3.161)
H (-6.134, 4.955, -1.867)
H (-3.427, 2.442, -2.171)
H (-2.243, 3.465, -1.351)
H (-2.910, 3.980, -2.888)
O (6.318, -5.622, -1.485)
P (5.790, -4.254, -1.832)
N (5.633, -4.425, -3.543)
C (5.569, -3.343, -4.505)
C (4.758, -5.511, -3.977)
N (7.214, -3.344, -1.427)
C (8.062, -2.762, -2.448)
C (8.031, -3.913, -0.360)
N (4.799, -2.808, -1.740)
C (5.087, -1.820, -0.682)
C (3.369, -3.186, -1.579)
H (4.616, -2.796, -4.479)
H (5.683, -3.750, -5.513)
H (6.375, -2.626, -4.387)
H (3.703, -5.202, -4.012)
H (4.837, -6.368, -3.310)
H (5.041, -5.856, -4.974)
H (8.403, -3.502, -3.184)
H (8.943, -2.306, -1.993)
H (7.555, -1.941, -2.960)
H (8.688, -4.713, -0.720)
H (7.407, -4.321, 0.434)
H (8.651, -3.132, 0.088)
H (5.156, -2.273, 0.309)
H (4.292, -1.074, -0.659)
H (6.006, -1.279, -0.887)
H (3.182, -3.661, -0.613)
H (3.060, -3.883, -2.362)
H (2.728, -2.310, -1.664)

Atomic forces in eV per Å
0.07 0.82 -0.19
-0.17 -0.72 -0.96
-1.89 0.26 0.02
0.09 -0.64 -0.29
0.73 0.83 -0.36
-0.30 -0.37 0.20
0.39 -0.80 0.06
0.12 0.61 0.08
-0.40 -0.83 0.00
1.36 -0.22 -0.03
-1.08 0.33 0.04
1.35 -0.30 0.32
-1.30 -0.49 0.33
1.05 0.70 0.78
0.16 0.02 0.05
0.02 0.28 0.34
-0.07 0.03 -0.20
0.02 -0.03 -0.05
-0.04 0.08 -0.08
-0.21 0.09 0.14
0.05 -0.12 0.11
0.19 0.16 -0.20
-0.18 0.37 -0.09
1.35 -1.79 -2.60
-2.16 5.00 3.33
0.23 -0.48 -0.16
0.02 0.20 -0.49
-0.02 -0.34 0.27
-0.21 -0.02 -0.09
0.25 0.31 -0.24
0.12 -0.21 0.08
0.29 -2.90 -0.50
-0.32 0.20 -0.03
0.47 0.33 0.22
-0.01 0.00 0.01
0.03 -0.18 0.07
-0.06 -0.13 -0.12
0.06 0.08 0.06
-0.14 0.02 -0.07
-0.05 0.08 -0.04
-0.01 0.10 -0.01
-0.04 -0.21 0.02
0.10 -0.02 0.09
-0.02 -0.09 -0.01
0.04 -0.01 0.07
0.07 0.13 -0.03
-0.05 0.00 -0.09
0.25 -0.13 0.07
0.00 -0.09 0.23
-0.01 0.01 -0.14
-0.08 0.01 0.09
-0.08 0.06 0.01
-3.02 0.11 1.56
4.78 1.86 -3.53
-0.37 -0.25 0.22
-0.26 0.44 0.07
0.12 -0.42 0.17
0.14 0.13 0.13
-0.27 0.29 -0.25
-0.09 -0.23 0.03
-1.20 -1.73 2.01
0.28 0.30 0.04
-0.14 -0.15 -0.65
0.01 0.00 0.00
-0.02 -0.17 0.07
-0.06 0.01 0.18
0.02 0.01 -0.12
0.07 0.09 0.09
0.03 0.10 -0.02
0.02 0.08 -0.06
-0.01 -0.14 0.15
-0.03 -0.11 -0.09
-0.01 -0.05 0.08
0.01 -0.07 -0.05
-0.04 0.10 -0.12
-0.05 0.09 0.07
-0.20 -0.24 -0.05
0.13 -0.23 -0.04
-0.10 0.15 0.07
0.15 -0.02 -0.02
0.10 0.07 0.04


[3]
This record from the Open Molecules 2025 dataset describes C19H48NOP3Pd as an isolated structure at a distorted geometry. The level of theory is wB97M-V/def2-TZVPD.

2S+1: 3
Expectation value of S²: 2.01
E_LUMO (spin up / spin down) in eV: 0.626 / 0.534
ΔE to the lowest compared entry with this formula, charge and spin in eV: 4.963
HOMO energy (spin up / spin down) in hartree: -0.1542 / -0.2525
Gap between HOMO and LUMO (spin up / spin down) in eV: 4.8219 / 7.4048

Positions of all 73 atoms, in Å:
Pd (0.264, -0.600, -2.244)
H (-0.685, -1.080, -1.281)
H (-0.691, -0.189, -1.277)
P (0.243, -2.913, -2.674)
P (0.240, 1.719, -2.651)
C (1.655, 2.704, -1.985)
H (1.583, 3.769, -2.268)
H (1.670, 2.611, -0.887)
H (2.593, 2.278, -2.378)
C (0.274, 2.145, -4.445)
H (-0.597, 1.675, -4.931)
H (0.252, 3.239, -4.601)
H (1.188, 1.720, -4.890)
C (-1.223, 2.678, -2.053)
H (-1.269, 2.614, -0.953)
H (-1.168, 3.739, -2.357)
H (-2.135, 2.219, -2.468)
C (0.452, -3.326, -4.460)
H (0.408, -4.416, -4.630)
H (-0.344, -2.820, -5.029)
H (1.423, -2.932, -4.800)
C (1.552, -3.943, -1.875)
H (1.453, -3.862, -0.779)
H (1.483, -5.003, -2.176)
H (2.538, -3.540, -2.159)
C (-1.299, -3.837, -2.244)
H (-2.150, -3.349, -2.746)
H (-1.241, -4.896, -2.553)
H (-1.459, -3.782, -1.154)
C (1.771, -0.602, -1.053)
O (2.713, -0.604, -0.356)
H (-1.033, -0.602, -3.385)
C (-1.745, -1.955, 1.317)
C (-0.367, -1.429, 1.783)
C (-0.325, -1.676, 3.312)
C (0.686, -2.345, 1.198)
P (-0.029, 0.454, 1.270)
N (0.246, 0.625, -0.432)
C (-1.683, 1.495, 1.632)
C (-2.252, 1.266, 3.053)
C (-1.475, 3.039, 1.545)
C (-2.821, 1.094, 0.651)
C (1.520, 1.310, 2.273)
C (2.913, 0.843, 1.827)
C (1.580, 2.851, 2.145)
C (1.486, 1.036, 3.796)
H (-1.831, -3.048, 1.499)
H (-1.940, -1.792, 0.246)
H (-2.561, -1.524, 1.918)
H (-0.660, -2.710, 3.551)
H (0.696, -1.658, 3.705)
H (-0.958, -0.987, 3.891)
H (0.549, -2.293, 0.126)
H (1.708, -2.049, 1.502)
H (0.531, -3.404, 1.502)
H (-1.529, 1.550, 3.836)
H (-3.153, 1.895, 3.216)
H (-2.575, 0.229, 3.217)
H (-0.752, 3.386, 0.798)
H (-2.443, 3.567, 1.390)
H (-1.153, 3.459, 2.508)
H (-2.532, 1.091, -0.404)
H (-3.224, 0.095, 0.827)
H (-3.699, 1.764, 0.774)
H (3.139, 1.236, 0.814)
H (3.716, 1.282, 2.461)
H (3.027, -0.253, 1.932)
H (0.828, 3.348, 2.758)
H (2.524, 3.254, 2.579)
H (1.540, 3.205, 1.107)
H (0.528, 1.306, 4.257)
H (1.757, 0.003, 4.039)
H (2.271, 1.625, 4.324)

Atomic forces in eV per Å
3.37 -2.37 -8.44
-3.51 -2.97 2.40
-3.70 2.16 3.61
0.20 -1.44 -0.84
0.44 1.91 -1.12
0.03 0.18 -0.02
0.07 -0.37 0.06
-0.07 -0.01 -0.58
-0.30 0.20 0.09
-0.03 0.46 0.07
0.31 0.15 0.18
0.01 -0.38 -0.12
-0.32 0.16 0.15
0.01 -0.06 0.04
0.11 0.05 -0.79
0.00 -0.42 0.02
0.28 0.21 0.08
-0.03 -0.17 0.11
0.03 0.39 0.00
0.29 -0.16 0.24
-0.35 -0.15 0.12
-0.04 -0.13 -0.05
0.11 -0.14 -0.51
0.06 0.38 0.13
-0.35 -0.16 0.10
0.09 0.03 -0.03
0.30 -0.16 0.18
-0.04 0.42 0.11
0.05 -0.05 -0.39
4.87 0.40 1.74
-1.81 -0.51 -1.58
-0.17 0.02 -0.48
-0.46 0.14 -0.02
-0.40 -0.16 1.58
-0.04 -0.12 0.48
0.49 -0.02 -0.16
0.06 0.99 -3.08
0.13 1.86 7.41
-0.44 0.09 0.66
-0.08 -0.04 0.34
0.04 0.39 0.26
-0.11 -0.30 -0.29
0.42 0.24 1.22
0.39 -0.17 -0.42
-0.12 0.40 0.02
0.09 -0.02 0.41
0.45 0.53 -0.07
0.03 0.08 0.35
0.25 0.01 -0.35
-0.08 0.54 -0.42
-0.18 0.30 -0.12
0.31 -0.20 -0.14
0.49 -0.17 -0.21
-0.46 -0.19 -0.38
-0.12 0.68 0.04
-0.25 -0.19 -0.27
0.49 -0.23 -0.25
0.16 0.24 -0.03
-0.30 -0.21 0.08
0.42 -0.63 -0.30
0.14 -0.37 -0.21
0.08 0.20 0.24
0.24 0.07 0.22
0.68 -0.07 0.00
-0.16 -0.74 0.54
-0.81 -0.03 0.07
0.03 0.64 -0.48
-0.21 -0.08 -0.34
-0.27 -0.72 -0.36
-0.16 -0.08 0.27
0.16 -0.23 -0.03
-0.37 0.12 -0.11
-0.47 -0.04 -0.59